No. 1
Computed, not measured: a cluster of 13 separate species, C46H128N10O13 in total, with wB97M-V/def2-TZVPD.

CARTESIAN COORDINATES (ANGSTROEM)
1 O 4.131 2.872 -2.714
2 O 1.540 -1.505 -4.492
3 O -6.820 -1.954 2.914
4 O 6.497 -0.794 4.378
5 O -0.180 6.303 -4.744
6 O -3.763 -4.506 1.734
7 O 0.492 4.688 2.566
8 O -3.111 1.431 4.329
9 O 0.912 -4.561 2.770
10 O 0.258 -5.059 -2.633
11 O -2.199 4.620 -1.171
12 O 6.016 -2.704 -1.937
13 O 1.362 -0.567 -1.045
14 N -5.558 2.715 3.391
15 N 4.196 -0.312 -0.758
16 N 5.012 0.169 2.309
17 N 2.195 3.534 -4.806
18 N 1.986 1.196 2.995
19 N -10.080 -2.433 1.893
20 N -1.383 -4.977 0.011
21 N 1.340 -3.922 -0.096
22 N -0.292 1.722 -4.918
23 N -3.163 2.714 -3.284
24 C -4.226 3.319 3.294
25 C -5.076 -4.486 2.298
26 C 7.487 -1.764 -0.311
27 C 0.148 -5.550 -3.989
28 C 4.414 -0.711 3.264
29 C -8.131 -1.709 3.384
30 C -3.422 2.560 -1.871
31 C -3.415 5.371 -1.035
32 C -2.183 -3.791 0.008
33 C 5.414 -1.606 3.954
34 C -1.134 6.296 -3.688
35 C 6.712 -2.979 -0.695
36 C 1.567 -5.270 -2.147
37 C -1.855 1.066 5.022
38 C -0.224 -4.381 4.779
39 C -0.651 5.165 1.823
40 C -3.627 -4.235 0.366
41 C -9.130 -2.802 2.993
42 C 3.029 3.127 2.307
43 C -1.296 -0.338 -4.923
44 C -5.929 -0.815 2.984
45 C 1.822 2.679 3.067
46 C 3.581 1.786 -1.898
47 C 4.628 0.786 -1.632
48 C 2.379 5.776 -3.852
49 C 5.318 0.203 -2.871
50 C 5.069 3.819 -2.176
51 C 7.533 -1.562 4.988
52 C 3.636 -4.400 -0.614
53 C 3.472 -1.657 2.548
54 C 1.411 4.613 -4.174
55 C -8.628 -4.273 2.785
56 C -0.443 0.136 0.330
57 C -4.392 4.896 3.202
58 C 0.335 5.027 -5.162
59 C -0.249 -3.914 3.357
60 C 0.648 0.605 -0.597
61 C -0.097 0.406 -4.363
62 C -3.450 2.798 4.538
63 C 1.290 -0.118 -4.929
64 C 0.508 3.238 2.498
65 C -2.386 3.211 -0.939
66 C 2.206 -4.116 -1.256
67 C -3.594 1.021 -1.649
68 C 2.629 -2.190 -5.096
69 C -2.121 -3.080 -1.308
70 H 2.565 3.877 -5.681
71 H -2.812 -2.240 -1.236
72 H -4.062 -4.964 -0.318
73 H -0.047 -0.520 1.106
74 H 0.429 -6.599 -3.887
75 H 0.415 -4.177 -0.411
76 H -1.910 7.047 -3.835
77 H 5.814 0.690 2.634
78 H 2.590 -3.226 -4.759
79 H -2.254 0.070 -4.601
80 H 1.654 0.879 2.095
81 H -3.299 6.452 -1.114
82 H 5.384 -0.382 1.548
83 H -9.753 -2.866 3.885
84 H -1.115 -4.306 2.825
85 H -4.781 5.267 2.255
86 H 2.262 -5.510 -2.951
87 H -1.094 -0.440 -0.328
88 H 7.979 -1.928 0.648
89 H -1.508 -5.512 -0.837
90 H 7.144 -2.229 5.757
91 H -5.542 -0.722 3.999
92 H -2.028 0.874 6.081
93 H 2.469 6.383 -4.752
94 H -4.874 -4.144 3.313
95 H -0.305 -2.826 3.316
96 H 5.378 1.290 -1.022
97 H 3.239 -0.553 -0.969
98 H -5.060 -0.942 2.339
99 H -0.707 6.336 -2.686
100 H 8.132 -1.971 4.175
101 H 4.531 -0.327 -3.406
102 H -9.351 -5.079 2.664
103 H 0.766 -5.011 -4.707
104 H -0.113 -5.464 4.730
105 H 1.147 -2.947 0.088
106 H 4.964 -2.189 4.758
107 H 2.159 0.466 -4.624
108 H -0.511 4.361 -5.332
109 H 1.993 6.317 -2.988
110 H 5.802 -2.244 3.160
111 H -2.936 3.679 -3.479
112 H -1.611 5.010 2.317
113 H -9.488 -2.184 1.114
114 H 5.467 -1.923 -1.832
115 H 0.832 -0.941 -1.753
116 H -2.373 2.236 -3.692
117 H 3.933 -3.565 0.020
118 H -3.417 5.335 3.415
119 H 8.018 -1.429 -1.202
120 H -0.805 4.765 0.821
121 H -6.118 3.199 4.079
122 H 2.972 4.181 2.037
123 H -1.227 -0.513 -5.996
124 H 1.264 1.377 -0.138
125 H -0.092 1.609 -5.901
126 H -1.115 -2.755 -1.572
127 H -1.430 0.212 4.496
128 H -0.297 0.392 -3.292
129 H -0.436 3.031 3.001
130 H 6.101 -3.294 0.151
131 H -3.886 5.224 -0.063
132 H 2.834 1.274 -2.504
133 H 3.932 0.156 0.098
134 H 3.570 -5.318 -0.030
135 H -8.013 -1.728 4.467
136 H 2.770 -1.149 1.886
137 H 3.079 3.380 -4.343
138 H -2.522 3.363 4.632
139 H -1.118 0.922 0.669
140 H -0.582 6.241 1.664
141 H 6.145 -0.396 -2.489
142 H -4.291 5.070 -1.610
143 H 6.697 -1.018 -0.221
144 H 4.444 -4.623 -1.310
145 H -5.458 1.761 3.705
146 H 0.177 0.976 -1.507
147 H -5.749 -3.801 1.782
148 H 0.752 5.232 -6.148
149 H 2.332 -3.205 -1.841
150 H -3.951 2.981 5.489
151 H 0.517 -4.013 5.490
152 H -2.350 -3.673 -2.194
153 H 3.934 -2.462 1.976
154 H 7.441 -3.784 -0.785
155 H -4.223 0.510 -2.378
156 H -2.626 0.550 -1.817
157 H -2.597 2.937 0.095
158 H 1.219 -0.145 -6.017
159 H 2.785 -2.124 3.254
160 H 4.614 4.568 -1.528
161 H -5.149 5.265 3.893
162 H -1.951 -3.027 0.750
163 H 0.296 2.863 1.496
164 H -1.665 -5.554 0.790
165 H -1.491 2.657 -1.224
166 H 0.793 -4.556 1.818
167 H 3.516 -1.861 -4.555
168 H -1.171 -4.093 5.235
169 H 3.967 -0.175 4.101
170 H 0.491 2.313 -4.678
171 H -6.499 0.073 2.711
172 H 2.947 0.898 3.076
173 H -3.730 2.926 2.406
174 H -4.271 -3.374 0.188
175 H 3.394 5.458 -3.611
176 H 3.131 2.577 1.372
177 H 5.395 4.449 -3.004
178 H 1.866 2.911 4.131
179 H -10.415 -1.527 2.186
180 H -3.973 0.909 -0.633
181 H 5.996 3.448 -1.739
182 H 1.538 -6.158 -1.516
183 H -1.070 1.819 4.945
184 H -1.352 -1.327 -4.469
185 H 3.993 2.911 2.768
186 H -5.477 -5.497 2.228
187 H 3.063 2.273 -1.071
188 H 2.824 -2.035 -6.157
189 H -8.161 -4.260 1.801
190 H -7.932 -4.563 3.572
191 H -0.901 -5.594 -4.281
192 H 8.243 -0.872 5.445
193 H -8.526 -0.737 3.088
194 H -4.420 2.974 -1.724
195 H 0.860 4.244 -3.309
196 H 5.787 0.916 -3.549
197 H -1.718 5.376 -3.731

Cartesian forces (eV/Å) of the 6 atoms listed first:
O 0.224 -0.097 0.089
O -1.081 0.764 -0.612
O 0.684 0.557 -1.264
O -0.090 -0.163 1.134
O -0.486 0.404 -0.004
O 0.848 -0.455 0.009

Results
Relative energy (zero: lowest compared OMol25 entry of this formula, charge and spin), kcal per mole: 128.71
Frontier orbital gap, eV: 9.435
Total charge: 0
Max |F|, eV/A: 2.69


No. 2
Computed, not measured: a structure of composition C46H130Br12N21O7P7, with wB97M-V/def2-TZVPD.

CARTESIAN COORDINATES (ANGSTROEM)
1 Br -5.036 3.963 -4.233
2 Br 1.474 8.790 2.019
3 Br 1.248 1.375 6.090
4 Br -6.701 4.990 -1.668
5 Br 3.613 1.733 8.276
6 Br 5.025 4.359 -2.090
7 Br 5.355 2.091 0.356
8 Br -4.903 7.081 -3.241
9 Br 0.270 6.326 3.897
10 Br 3.287 -1.111 6.764
11 Br 7.968 3.810 -0.375
12 Br 1.223 9.014 5.271
13 P -4.505 3.234 5.841
14 P 6.834 -2.196 2.480
15 P -1.822 -2.735 5.092
16 P 0.926 1.579 0.550
17 P 0.048 4.346 -7.061
18 P -2.044 -0.820 -6.547
19 P -1.192 -5.451 -0.892
20 O -1.682 -1.935 6.384
21 O 7.073 -2.988 3.725
22 O -2.064 0.114 -7.759
23 O -0.377 3.779 -8.373
24 O 0.493 0.525 1.492
25 O -2.416 -4.853 -0.142
26 O -4.995 4.650 5.904
27 N 0.435 6.022 -7.230
28 N -5.745 2.128 6.054
29 N 5.815 -3.025 1.324
30 N -1.280 -5.280 -2.600
31 N -0.847 -0.456 -5.361
32 N 1.999 1.024 -0.706
33 N -1.649 -2.436 -7.125
34 N -3.648 2.743 4.446
35 N 6.096 -0.694 2.757
36 N -1.150 4.203 -5.866
37 N -3.320 2.927 7.105
38 N 0.381 -4.878 -0.575
39 N -0.330 2.251 -0.348
40 N 1.768 2.881 1.300
41 N -1.003 -7.150 -0.730
42 N -2.341 -1.877 3.656
43 N -3.025 -3.973 5.374
44 N 1.350 3.579 -6.212
45 N 8.321 -1.794 1.630
46 N -3.591 -0.961 -5.692
47 N -0.444 -3.527 4.576
48 C -1.510 5.283 -5.012
49 C 5.229 -4.237 1.686
50 C -1.941 -8.055 -1.570
51 C -0.192 -4.017 3.236
52 C -5.381 0.728 6.034
53 C 9.606 -2.395 2.044
54 C -1.753 2.885 -5.562
55 C -4.176 -2.173 -5.118
56 C -4.488 2.496 3.275
57 C -2.506 -4.949 -3.247
58 C -0.783 -7.704 0.635
59 C 6.194 3.049 -1.145
60 C 5.350 -2.650 -0.046
61 C -1.988 -2.804 -8.474
62 C -4.435 -3.512 5.565
63 C -3.264 3.907 8.170
64 C 0.327 0.247 -5.794
65 C 1.363 6.756 -6.348
66 C -3.357 -2.299 2.669
67 C 1.572 -5.612 -0.808
68 C 6.760 0.264 3.542
69 C -2.366 3.363 4.130
70 C 2.013 4.198 0.518
71 C 2.271 2.662 -6.875
72 C 4.566 -0.648 2.730
73 C 2.080 2.952 2.760
74 C 2.354 0.518 7.472
75 C -1.173 3.286 0.316
76 C 2.594 -0.303 -0.552
77 C 2.359 1.653 -1.938
78 C -0.198 -5.608 -3.430
79 C 8.403 -1.141 0.378
80 C -1.791 -0.531 3.474
81 C -2.362 1.866 7.095
82 C 0.436 8.307 3.616
83 C 0.644 -3.709 5.666
84 C -4.160 0.305 -5.175
85 C 0.436 -3.461 -0.594
86 C -0.990 1.341 -1.285
87 C -0.816 -1.052 -4.036
88 C -4.970 5.164 -2.610
89 C -0.210 6.698 -8.422
90 C -1.255 -3.556 -6.292
91 C 1.862 3.974 -4.909
92 C -6.874 2.337 6.998
93 C -2.571 -5.032 6.342
94 H 1.761 2.292 -7.765
95 H 2.598 4.772 -5.001
96 H -4.203 -1.620 2.560
97 H -1.911 -7.883 -2.646
98 H -4.170 4.891 -1.922
99 H 10.383 -1.702 2.367
100 H -5.266 0.399 7.067
101 H -0.474 -5.626 -4.485
102 H -3.907 -3.193 2.964
103 H 4.199 -1.660 2.896
104 H -3.758 -2.388 -4.135
105 H 3.078 1.031 -2.472
106 H -2.214 3.978 5.016
107 H 0.015 0.934 -6.581
108 H -0.165 0.859 -1.809
109 H -3.432 -5.678 6.511
110 H -1.731 -7.742 1.171
111 H -0.332 -8.697 0.637
112 H 0.221 -6.587 -3.203
113 H 0.583 -4.783 3.240
114 H -5.244 -1.962 -5.052
115 H 0.822 0.810 -5.003
116 H -3.724 3.413 9.026
117 H 10.102 -2.849 1.186
118 H 2.377 6.794 -6.747
119 H 2.623 1.822 -6.277
120 H 1.784 3.941 3.110
121 H -1.248 -2.259 -9.061
122 H 4.285 -2.428 -0.116
123 H -3.985 2.394 2.313
124 H 6.986 1.120 2.907
125 H -0.241 -2.981 0.112
126 H -2.968 -7.972 -1.214
127 H 2.894 2.551 -1.630
128 H -5.211 0.131 -4.944
129 H 9.553 -3.194 2.783
130 H 3.200 3.197 -7.071
131 H -4.720 -2.602 5.037
132 H -3.345 -5.365 -2.689
133 H 4.111 -0.423 1.765
134 H -0.036 -0.710 -3.356
135 H -1.675 2.837 1.173
136 H -0.550 4.050 0.783
137 H 6.092 -4.829 1.990
138 H -2.180 3.920 3.212
139 H 1.418 -3.052 -0.356
140 H 2.146 -0.788 0.316
141 H -4.613 -3.356 6.629
142 H -1.669 2.526 4.184
143 H -2.011 -3.873 -8.685
144 H -6.551 2.331 8.039
145 H -7.685 1.610 6.942
146 H 6.068 0.614 4.308
147 H -1.193 6.293 -8.664
148 H -1.573 1.941 -1.984
149 H 7.647 -0.105 4.056
150 H -0.216 -6.969 1.207
151 H -1.995 3.698 -0.269
152 H -0.704 -0.603 3.437
153 H 1.031 -0.509 -6.143
154 H 4.416 -4.123 2.402
155 H 7.944 -0.153 0.388
156 H 1.837 3.821 -0.490
157 H -2.051 0.037 2.581
158 H 1.394 6.334 -5.344
159 H 1.651 0.232 8.254
160 H 1.418 -6.606 -0.387
161 H -5.979 0.164 5.318
162 H 4.837 -4.689 0.775
163 H -1.817 -5.709 5.940
164 H -2.294 4.251 8.529
165 H 0.482 -4.660 6.175
166 H 3.664 -0.134 -0.432
167 H -2.941 -2.463 1.675
168 H -4.470 0.551 5.463
169 H 0.968 4.208 -4.332
170 H 1.329 4.969 0.872
171 H 1.618 -3.808 5.188
172 H -1.706 0.614 -0.901
173 H -0.562 8.702 3.422
174 H 2.405 3.152 -4.442
175 H -1.303 6.231 -5.508
176 H -1.797 -4.500 -6.341
177 H 3.137 2.809 2.988
178 H -3.648 0.691 -4.294
179 H -2.597 5.361 -4.991
180 H -1.384 2.189 6.737
181 H -0.357 7.778 -8.438
182 H 4.203 0.103 3.432
183 H 1.487 2.059 -2.452
184 H -0.209 -3.860 -6.319
185 H -7.163 3.380 6.872
186 H -0.595 -2.120 -4.010
187 H -2.398 -4.662 7.352
188 H -1.174 -4.362 2.911
189 H -4.036 -3.076 -5.712
190 H 0.552 -2.884 6.371
191 H 1.103 7.813 -6.402
192 H -1.502 -3.247 -5.276
193 H -2.094 2.474 -6.512
194 H -5.053 1.586 3.476
195 H -2.743 2.970 -5.115
196 H 2.358 -0.904 -1.430
197 H 9.361 -0.899 -0.082
198 H 3.051 4.511 0.634
199 H -5.038 -4.331 5.174
200 H -1.059 5.314 -4.020
201 H -4.202 0.925 -6.070
202 H -2.570 -3.879 -3.442
203 H -1.733 -0.917 -3.462
204 H -2.983 -2.473 -8.772
205 H 7.955 -1.771 -0.390
206 H 0.168 -3.196 2.616
207 H 0.446 6.423 -9.247
208 H 5.510 -3.455 -0.763
209 H -5.243 3.251 3.056
210 H -1.083 2.200 -5.043
211 H 1.802 -5.753 -1.864
212 H -2.105 0.149 4.265
213 H -1.631 -9.099 -1.537
214 H 6.565 2.307 -1.852
215 H 2.348 -5.135 -0.210
216 H 1.705 2.079 3.293
217 H -3.847 4.804 7.961
218 H -2.614 -5.288 -4.278
219 H -2.337 1.515 8.126
220 H 0.057 -3.164 -1.571
221 H 0.516 -4.798 -3.279
222 H 5.881 -1.710 -0.201
223 H -2.727 0.941 6.648

Cartesian forces (eV/Å) of the 6 atoms listed first:
Br 0.100 0.852 1.419
Br -0.346 -0.379 0.763
Br 0.674 -0.423 0.454
Br 0.961 -0.129 -0.205
Br -0.145 -0.135 -0.225
Br 1.127 -0.921 0.895

Results
Frontier orbital gap, eV: 7.017
Total charge: 0
Max |F|, eV/A: 4.29